ORCA calculation (ωB97M-V with the def2-TZVPD basis set) on a cluster of 5 separate species, C30H34ClF4OP in total.

Properties
- 2S+1: 1
- Energy: -66389.338 eV
- LUMO energy: 0.671 eV
- SMILES string: CCOCPC[C@H](C)Cl.Fc1ccccc1.Fc1ccccc1.Fc1ccccc1.Fc1ccccc1

CARTESIAN COORDINATES (ANGSTROEM)
C 5.04312 0.53824 0.27449
C 4.18683 -0.36340 1.13402
O 3.50335 -1.28080 0.30139
C 2.42935 -1.94587 0.94876
P 1.05288 -2.40885 -0.19598
C 0.02034 -0.88527 -0.28129
C -0.94001 -0.62464 0.89571
C -0.85686 0.81997 1.34851
Cl -0.66430 -1.68624 2.31274
H 4.42281 1.16732 -0.35842
H 5.65189 1.18788 0.90110
H 5.72321 -0.04687 -0.33920
H 4.81940 -0.89665 1.84993
H 3.46340 0.23687 1.69178
H 2.03837 -1.34154 1.76723
H 2.78200 -2.88395 1.38507
H 1.73701 -2.23074 -1.40998
H -0.58487 -1.03651 -1.17561
H 0.61153 0.01081 -0.46540
H -1.95181 -0.82901 0.55967
H 0.18447 1.04105 1.57798
H -1.14779 1.46913 0.52380
H -1.48815 1.01429 2.20871
F -3.64937 2.74288 2.73832
C -4.19278 1.98642 3.71732
C -4.30612 2.51781 4.98602
C -4.86739 1.73513 5.98414
C -5.29786 0.44464 5.70664
C -5.16810 -0.06630 4.42312
C -4.61466 0.70892 3.41463
H -3.96007 3.52385 5.18078
H -4.96760 2.13668 6.98331
H -5.73236 -0.16131 6.48974
H -5.49951 -1.07164 4.20177
H -4.51262 0.33177 2.40560
F -0.62466 -0.99009 -3.71587
C 0.52295 -0.32385 -3.96926
C 0.47427 1.04430 -4.14228
C 1.65836 1.72196 -4.39504
C 2.86001 1.03142 -4.47176
C 2.87834 -0.34429 -4.29116
C 1.70337 -1.03408 -4.03653
H -0.47410 1.56089 -4.08224
H 1.64009 2.79449 -4.53328
H 3.77958 1.56457 -4.67179
H 3.80968 -0.88829 -4.35216
H 1.69792 -2.10530 -3.88766
F 8.09607 -0.78076 -4.80259
C 8.03225 -1.54286 -3.69091
C 6.86098 -1.55895 -2.96202
C 6.79864 -2.34340 -1.82028
C 7.90074 -3.08712 -1.42182
C 9.06694 -3.05325 -2.17381
C 9.14010 -2.27761 -3.32170
H 6.02015 -0.96056 -3.28193
H 5.88596 -2.36665 -1.23767
H 7.84960 -3.69268 -0.52731
H 9.92749 -3.63170 -1.86599
H 10.03728 -2.23742 -3.92411
F -9.47269 -0.08435 2.47491
C -8.85260 0.78137 1.64667
C -9.28887 0.88308 0.34124
C -8.64431 1.77371 -0.50472
C -7.58314 2.53974 -0.04197
C -7.16466 2.41694 1.27571
C -7.80328 1.53304 2.13321
H -10.11470 0.27324 0.00113
H -8.97402 1.86836 -1.53051
H -7.08366 3.23077 -0.70728
H -6.33471 3.00812 1.64035
H -7.49310 1.42316 3.16403


ORCA calculation (ωB97M-V with the def2-TZVPD basis set) on a cluster of 2 separate species, C30H34ClN3O4 in total in a non-equilibrium geometry.

Properties
- 2S+1: 1
- Energy: -56837.793 eV
- LUMO energy: -1.736 eV

CARTESIAN COORDINATES (ANGSTROEM)
C 6.35460 -1.48880 -2.25957
O 5.97949 -0.51229 -1.24768
C 4.71631 -0.00682 -1.27007
C 4.46094 1.06861 -0.38191
C 3.20485 1.63199 -0.35957
C 2.15554 1.15790 -1.18624
C 0.83307 1.76753 -1.09693
C 0.63214 3.11437 -1.25417
C -0.66585 3.78815 -1.61606
N -1.83617 2.87190 -1.60996
C -2.27859 2.42509 -0.41232
C -3.19995 1.40969 -0.34560
C -3.73176 0.90782 -1.55192
N -4.68297 -0.10753 -1.52665
C -6.08861 0.18116 -1.70147
C -4.31999 -1.50027 -1.41363
C -3.33535 1.47512 -2.78071
C -2.38403 2.46731 -2.77329
C 1.76125 4.07672 -1.51755
C 1.62196 5.46986 -0.90396
O 2.66367 3.87454 -2.32887
C 2.43678 0.07982 -2.06989
C 3.71001 -0.47896 -2.15465
H 7.39759 -1.73046 -2.02809
H 5.72700 -2.39813 -2.19483
H 6.27708 -1.06399 -3.27821
H 5.27842 1.46284 0.22452
H 2.99482 2.45056 0.33300
H -0.03745 1.10725 -0.93160
H -0.86667 4.60743 -0.90073
H -0.54668 4.18991 -2.63709
H -1.83480 2.90386 0.45881
H -3.48795 1.00957 0.62366
H -6.22525 1.25925 -1.84450
H -6.48774 -0.35454 -2.57135
H -6.65710 -0.12961 -0.81491
H -3.22767 -1.59866 -1.36278
H -4.76053 -1.93152 -0.50626
H -4.69384 -2.05620 -2.28555
H -3.72057 1.09904 -3.72544
H -2.00447 2.94956 -3.67468
H 0.93588 5.53764 -0.04483
H 2.61235 5.81338 -0.57553
H 1.27650 6.15928 -1.69968
H 1.63475 -0.28550 -2.72313
H 3.94060 -1.23556 -2.91707
C 5.40914 -3.24642 1.91406
C 4.12962 -3.13568 2.72614
O 3.17538 -2.33306 1.91943
C 1.94117 -2.15617 2.44424
C 1.00233 -1.39947 1.53545
N -0.22841 -1.43379 1.94888
C -1.38164 -1.85329 1.54995
C -2.52089 -2.07278 2.44575
C -3.78363 -2.50419 1.95896
C -4.90917 -2.44962 2.78500
C -4.74906 -2.10735 4.13964
Cl -6.13407 -1.98599 5.14126
C -3.47009 -1.86912 4.68165
C -2.35697 -1.89257 3.83563
O 1.62876 -2.58999 3.54084
H 6.17474 -3.82139 2.44996
H 5.23792 -3.75829 0.95544
H 5.81219 -2.24906 1.70812
H 3.69651 -4.13229 2.91153
H 4.31628 -2.60864 3.67436
H 1.47478 -0.74272 0.76649
H -1.50701 -2.16894 0.49305
H -3.86868 -2.88929 0.94288
H -5.90722 -2.64018 2.39014
H -3.36840 -1.63333 5.73891
H -1.34518 -1.76470 4.24121


ORCA calculation (ωB97M-V with the def2-TZVPD basis set) on a structure of composition C30H34CrN4O3S.

Properties
- 2S+1: 4
- Energy: -83017.452 eV
- Charge: +1
- LUMO energy (alpha / beta): -3.343 / -2.802 eV
- <S²>: 3.801

CARTESIAN COORDINATES (ANGSTROEM)
Cr -0.36345 -1.10332 0.37833
C -3.00649 -2.49048 3.54177
C -2.63601 -3.82104 3.65729
C -1.63757 -4.32513 2.84473
C -1.01927 -3.49058 1.92785
N -1.39779 -2.19951 1.81449
C -2.36813 -1.71219 2.60161
C 0.06905 -3.89282 1.00618
C 0.64293 -5.15842 1.03658
C 1.67683 -5.46711 0.16519
C 2.13451 -4.50920 -0.72847
C 1.55942 -3.24141 -0.75411
C 0.51455 -2.91375 0.10720
H -3.78140 -2.05743 4.15757
H -3.12549 -4.46595 4.37591
H -1.34011 -5.36055 2.91834
H -2.62160 -0.67394 2.44271
H 0.30019 -5.91123 1.73558
H 2.12500 -6.45205 0.18716
H 2.94421 -4.75000 -1.40696
H 1.94176 -2.51241 -1.45856
O 0.92470 -0.61044 1.77390
C 1.49588 0.45143 2.10070
C 1.69303 1.60117 1.18139
C 3.01424 1.20982 0.44649
C 4.19107 0.70234 1.31025
C 3.99888 -0.68788 1.95841
C 3.23080 -0.64806 3.28846
N 2.23126 0.44915 3.22575
H 1.82565 2.52476 1.74772
H 0.86454 1.71911 0.48485
H 3.33743 2.08075 -0.12476
H 2.76931 0.42730 -0.27390
H 4.45462 1.44592 2.07225
H 5.05972 0.65281 0.65323
H 4.96961 -1.15315 2.13157
H 3.47081 -1.33865 1.25520
H 3.88510 -0.41545 4.12570
H 2.73094 -1.58721 3.50513
H 2.63681 1.35159 3.42321
N 0.57079 -0.40304 -1.28213
C 0.72360 0.05795 -2.33264
N 0.89394 0.56395 -3.51381
C 0.73488 2.03120 -3.72233
C 0.76206 2.30760 -5.22037
C -0.02932 1.23410 -5.95918
C 0.67292 -0.13018 -5.86699
C 1.50905 -0.24905 -4.59241
H 1.52456 2.56441 -3.19229
H -0.22861 2.31464 -3.30004
H 1.79150 2.33946 -5.58673
H 0.34141 3.29907 -5.38449
H -0.17298 1.50807 -7.00281
H -1.02576 1.17002 -5.51463
H 1.34486 -0.27042 -6.71523
H -0.06057 -0.93490 -5.90727
H 2.52993 0.10478 -4.74072
H 1.56791 -1.27582 -4.23792
O -6.18435 5.69992 1.50994
C -5.11071 5.24306 2.19560
O -4.74306 5.82083 3.17694
C -4.38345 4.06167 1.62625
C -3.08019 3.84931 2.06238
C -2.34751 2.77490 1.59290
C -2.90973 1.87578 0.68311
S -2.00550 0.50848 0.03574
C -4.22132 2.07594 0.26057
C -4.94416 3.16454 0.72720
H -6.27846 5.21906 0.68122
H -2.66009 4.54194 2.78002
H -1.33117 2.62217 1.93484
H -4.67346 1.37545 -0.42869
H -5.97256 3.26832 0.39804


ORCA calculation (ωB97M-V with the def2-TZVPD basis set) on a structure of composition C30H34F6N6O3STi in a non-equilibrium geometry.

Properties
- 2S+1: 2
- Energy: -97004.970 eV
- Charge: -1
- LUMO energy (alpha / beta): 2.531 / 2.531 eV
- <S²>: 0.764

CARTESIAN COORDINATES (ANGSTROEM)
Ti -0.00775 -0.88079 0.87547
O 0.33330 -2.85307 1.15911
N -0.59852 -3.76656 1.45791
C -0.11817 -4.88804 2.04765
C -0.95149 -5.91664 2.35994
C -2.31833 -5.76438 2.04620
C -2.77249 -4.62734 1.46254
C -1.90217 -3.53543 1.13862
S -2.33972 -2.07796 0.42882
H 0.94371 -4.86988 2.23236
H -0.55208 -6.80087 2.83244
H -3.01492 -6.56111 2.27730
H -3.81783 -4.49527 1.22200
N 2.80068 0.21201 -2.40579
H 3.52020 -0.49501 -2.47868
H 3.20837 1.02625 -1.96499
H 2.50450 0.46065 -3.34136
O -0.71031 -0.39862 2.50922
N -0.47891 -0.38113 3.73976
C -1.19152 0.45056 4.44833
C -2.23454 1.27486 3.91458
N -3.10704 1.90966 3.52298
C -0.90878 0.45504 5.85912
N -0.68743 0.46792 6.98577
C -2.88274 -0.19748 -4.96650
C -1.86558 -0.66670 -3.95873
C -1.16749 -1.84513 -4.15076
C -0.22730 -2.25760 -3.20109
C 0.54083 -3.54291 -3.37352
C -0.00552 -1.47624 -2.09078
C -0.72556 -0.28659 -1.83533
C -1.64398 0.09675 -2.80825
N -0.46197 0.38201 -0.61535
C -0.58368 1.84717 -0.54949
C 0.04496 2.51182 -1.79290
C 0.00904 4.03914 -1.68346
C 0.83849 4.47613 -0.47258
C 0.24458 3.84317 0.78651
C -1.19187 4.33851 0.96894
C -2.03101 3.89794 -0.23449
C -1.44130 4.50252 -1.51328
C -2.01511 2.36545 -0.33439
C 0.25022 2.31344 0.65287
H -2.94787 -0.88660 -5.80949
H -2.63025 0.79041 -5.35956
H -3.87714 -0.12045 -4.52109
H -1.34322 -2.44321 -5.03915
H 0.47736 -3.91181 -4.39881
H 0.14822 -4.32176 -2.71559
H 1.59458 -3.41302 -3.12098
H 0.79578 -1.75704 -1.41118
H -2.23668 0.99064 -2.68058
H -0.47019 2.20381 -2.70320
H 1.07691 2.15911 -1.87554
H 0.42825 4.47785 -2.59547
H 0.83762 5.56806 -0.37988
H 1.87725 4.15496 -0.60216
H 0.84826 4.12244 1.65648
H -1.20244 5.43079 1.06080
H -1.62031 3.92472 1.88360
H -3.06173 4.24202 -0.10753
H -1.47930 5.59678 -1.46163
H -2.03353 4.19451 -2.38196
H -2.66675 2.04704 -1.14781
H -2.41245 1.91837 0.58127
H -0.16050 1.87954 1.57068
H 1.27214 1.94516 0.54173
C 2.92641 -0.06206 3.31098
C 2.96625 -0.71460 1.94175
O 1.82140 -0.59155 1.22855
C 4.10328 -0.08886 1.08947
F 3.73426 1.13964 0.66200
F 4.41170 -0.80853 0.00674
F 5.24769 0.08648 1.78544
C 3.30784 -2.23151 2.15450
F 3.18183 -2.97526 1.06176
F 4.58642 -2.38229 2.59649
F 2.51588 -2.76497 3.10343
H 2.81676 1.01717 3.19007
H 3.82824 -0.27117 3.88447
H 2.05429 -0.43105 3.84462